Entry 1:
The following is a quantum chemistry calculation of 2 unconnected molecules or ions with the total composition C5H11NO2 at a distorted geometry, from the Open Molecules 2025 dataset.

strongest force on any atom	4.734	eV Å⁻¹
SMILES string	C=CCCNC=O.O
lowest unoccupied orbital energy	0.7	eV
energy relative to the best compared isomer or geometry (same formula, charge and spin)	2.446	eV
orbital gap	10.37	eV
electronic energy	-10946.8208	eV
highest occupied orbital energy	-9.6223	eV

The geometry in XYZ format:
```
19
Properties=species:S:1:pos:R:3:forces:R:3
C -0.19134 -0.71070 2.81912 1.584 -0.152 -0.067
C 0.54576 0.03172 1.99885 -1.773 -0.237 0.584
C -0.05905 0.65938 0.80298 -0.765 2.322 -0.415
C -0.31476 -0.42260 -0.28271 -1.293 -0.868 0.990
N -0.95948 0.13132 -1.44467 -1.309 0.296 -2.208
C -1.57902 -0.56862 -2.55839 1.467 4.340 1.192
O -2.12687 0.19691 -3.34860 0.059 -2.373 0.354
H -1.21874 -0.93805 2.66831 -0.714 -0.012 -0.180
H 0.32521 -1.21006 3.61711 -0.143 -0.102 0.531
H 1.54788 0.25191 2.23861 1.171 -0.011 0.146
H -1.03773 1.18115 1.09000 0.940 -1.081 -0.399
H 0.56410 1.60352 0.53785 -0.674 -1.911 -0.422
H -1.05285 -1.23463 0.15366 1.649 1.465 -0.386
H 0.63296 -0.94730 -0.51492 -0.363 0.224 -0.022
H -1.24313 1.15768 -1.49761 0.681 -2.060 0.336
H -1.32820 -1.63823 -2.65449 -0.487 0.157 0.002
O 2.71602 1.09486 -1.36057 1.153 1.863 -1.169
H 1.85301 0.84503 -1.58790 -2.051 -0.361 -0.791
H 2.92624 0.51671 -0.67663 0.870 -1.499 1.924
```
Positions in Å, forces in eV/Å.

---

Entry 2:
The following is a quantum chemistry calculation of a molecular structure, C5H11NO2 at a distorted geometry, from the Open Molecules 2025 dataset.

strongest force on any atom	7.986	eV Å⁻¹
lowest unoccupied orbital energy	0.3	eV
energy relative to the best compared isomer or geometry (same formula, charge and spin)	4.868	eV
orbital gap	9.63	eV
electronic energy	-10944.3990	eV
highest occupied orbital energy	-9.2828	eV

The geometry in XYZ format:
```
19
Properties=species:S:1:pos:R:3:forces:R:3
C 1.29404 1.39859 -1.01484 4.352 -2.613 1.636
C -0.01607 1.12177 -0.48396 0.910 -7.917 -0.515
C -0.91659 0.62688 -1.58065 -0.831 -1.184 -0.731
C 0.04508 0.10970 0.77016 5.422 -4.125 -3.690
C -0.64174 -2.29268 1.56059 0.863 2.683 -3.255
H 1.21330 2.24251 -1.58524 0.476 2.156 -1.849
H 1.84677 0.52828 -1.54014 -1.434 1.238 0.276
H 2.02669 1.53366 -0.16374 -0.742 0.573 -0.826
H -0.35116 1.85571 0.00338 -2.958 6.542 2.940
H -1.87587 0.23794 -1.18451 0.271 0.644 -0.200
H -0.45328 -0.40754 -1.98685 -0.805 2.863 -0.150
H -1.11630 1.53373 -2.28285 0.497 -2.180 0.559
H -0.16036 0.49345 1.65355 -2.131 2.408 3.883
H 1.30598 -0.13581 1.08063 -2.859 0.793 -1.244
H -0.22349 -1.56504 -0.66196 -1.697 0.895 5.576
H -0.14100 -0.78258 2.86643 -0.863 -5.198 -0.523
N -0.58265 -1.19484 0.55847 1.086 -1.564 -3.588
O -0.33303 -1.91606 2.79801 0.570 4.593 0.980
O -0.92033 -3.38768 1.19352 -0.126 -0.609 0.723
```
Positions in Å, forces in eV/Å.

---

Entry 3:
The following is a quantum chemistry calculation of 3 unconnected molecules or ions with the total composition C5H11NO2 at a distorted geometry, from the Open Molecules 2025 dataset.

strongest force on any atom	5.913	eV Å⁻¹
lowest unoccupied orbital energy	-4.1	eV
energy relative to the best compared isomer or geometry (same formula, charge and spin)	11.783	eV
orbital gap	3.69	eV
electronic energy	-10937.4844	eV
highest occupied orbital energy	-7.7566	eV

The geometry in XYZ format:
```
19
Properties=species:S:1:pos:R:3:forces:R:3
C 0.90546 -1.09269 -0.66350 5.014 1.746 2.603
N 2.04980 -0.57618 -1.16605 -2.108 -1.029 2.599
C 1.63250 0.94213 3.13798 1.893 -0.692 -0.200
O 0.41979 0.48585 2.83970 -1.217 -0.371 -0.743
C 0.01307 -0.04455 0.03127 -1.047 0.831 -1.645
C -1.37593 -0.03432 -0.43194 0.317 -0.378 1.829
C -1.76493 0.40882 -1.73211 0.027 1.813 -1.979
O -2.70684 0.01144 -2.39829 0.283 -0.148 0.966
H 0.76884 -2.06927 -0.19715 0.378 -0.383 -0.354
H 0.20755 -1.21712 -1.74735 -2.240 0.270 -4.473
H 2.85856 -1.15689 -0.94317 -0.254 -0.661 -0.821
H 1.68487 1.93703 3.57655 -0.288 0.556 0.080
H 2.24984 1.02781 2.18162 -0.155 -0.009 0.670
H 2.23341 0.26590 3.81718 -0.372 0.302 -0.504
H 0.59476 0.82868 -0.32456 -0.800 0.270 -0.068
H 0.09309 -0.11641 1.13041 0.229 -0.117 0.613
H -2.18745 -0.36684 0.21177 0.169 -0.431 -0.054
H -0.16513 -0.93046 -2.49739 0.330 -1.131 1.315
H -1.10765 1.21755 -2.15684 -0.160 -0.438 0.166
```
Positions in Å, forces in eV/Å.

---

Entry 4:
The following is a quantum chemistry calculation of C5H11NO2 in the gas phase at a distorted geometry, from the Open Molecules 2025 dataset.

strongest force on any atom	6.916	eV Å⁻¹
lowest unoccupied orbital energy	-2.7	eV
energy relative to the best compared isomer or geometry (same formula, charge and spin)	7.351	eV
orbital gap	5.76	eV
electronic energy	-10941.9160	eV
highest occupied orbital energy	-8.4495	eV

The geometry in XYZ format:
```
19
Properties=species:S:1:pos:R:3:forces:R:3
C -0.97835 -0.48150 -1.23616 3.491 -5.571 2.148
N 0.10375 -1.20942 -0.58050 -5.247 0.312 -2.694
C 1.41513 -0.59562 -0.31508 3.477 1.606 1.816
O 1.28555 0.80842 -0.68762 -2.843 -0.107 -0.184
O 1.98697 -0.80709 0.79789 -0.177 -0.365 -1.575
C -1.90810 0.05034 -0.31045 -0.451 4.189 0.881
C -1.36678 1.26060 0.56438 -1.592 0.306 0.024
C -0.37109 0.81189 1.64956 -0.487 0.994 -2.022
H 0.30954 0.65375 -0.94878 2.297 2.450 -0.122
H -1.37514 -0.86768 -2.14541 0.162 -0.411 -0.892
H 0.18963 -2.19850 -0.77696 0.304 0.187 -0.729
H 1.89569 -0.84001 -1.28904 0.371 -1.434 -0.047
H -2.09865 -0.59944 0.48730 -0.259 -1.686 0.766
H -2.86747 0.26227 -0.77823 0.152 0.412 -0.237
H -1.06450 2.13007 -0.03433 0.423 -0.443 -0.055
H -2.30533 1.64183 1.02010 0.518 -0.247 0.172
H 0.59484 0.59635 1.25195 0.817 1.194 0.031
H -0.39122 1.58855 2.37563 0.336 -0.015 1.144
H -0.53857 -0.18612 1.90561 -1.291 -1.372 1.572
```
Positions in Å, forces in eV/Å.

---

Entry 5:
The following is a quantum chemistry calculation of a molecular structure, C5H11NO3 at a distorted geometry, from the Open Molecules 2025 dataset.

strongest force on any atom	6.245	eV Å⁻¹
lowest unoccupied orbital energy	0.6	eV
energy relative to the best compared isomer or geometry (same formula, charge and spin)	3.011	eV
orbital gap	8.68	eV
electronic energy	-12993.8404	eV
highest occupied orbital energy	-8.1072	eV

The geometry in XYZ format:
```
20
Properties=species:S:1:pos:R:3:forces:R:3
C -0.38944 -0.13411 -0.79290 5.228 -0.700 0.001
C 1.57911 -0.36302 -0.54957 -1.408 0.871 -1.991
C -0.62643 -0.25448 0.61490 -6.130 0.578 1.043
C 2.25298 -1.22873 0.48262 -0.422 -0.112 0.415
C -2.46611 -0.02851 0.65921 2.080 -0.522 1.635
N -2.89498 1.21346 0.32011 0.239 0.173 -0.326
O -0.43704 1.11988 -1.35161 -0.094 0.413 0.224
O 1.90672 1.02469 -0.31894 0.331 -0.169 -0.207
O -3.18707 -0.88650 1.12415 0.460 0.278 -0.443
H 0.29402 1.62688 -0.90996 -0.417 -0.427 -0.362
H 2.59008 1.30910 -0.94883 -0.393 -0.198 0.342
H -0.83185 -0.89585 -1.43252 0.248 0.106 -0.004
H 1.89199 -0.63504 -1.56256 0.072 -0.017 0.111
H -2.33519 1.76440 -0.31616 -0.038 -0.057 0.194
H -3.87624 1.44105 0.43387 0.208 -0.264 -0.177
H -0.22908 0.53577 1.24467 0.206 -0.066 -0.056
H -0.56639 -1.25750 1.02523 0.274 0.076 -0.055
H 3.34993 -1.15897 0.42060 -0.302 0.048 -0.247
H 2.00420 -0.91548 1.50265 -0.159 -0.073 -0.136
H 1.97081 -2.27706 0.35503 0.015 0.062 0.037
```
Positions in Å, forces in eV/Å.

---

Entry 6:
The following is a quantum chemistry calculation of 2 unconnected molecules or ions with the total composition C5H11NO3 at a distorted geometry, from the Open Molecules 2025 dataset.

strongest force on any atom	3.586	eV Å⁻¹
SMILES string	C[N+](C)(C)C1=C([O-])O1.O
lowest unoccupied orbital energy	0.5	eV
energy relative to the best compared isomer or geometry (same formula, charge and spin)	5.966	eV
orbital gap	8.83	eV
electronic energy	-12990.8859	eV
highest occupied orbital energy	-8.3236	eV

The geometry in XYZ format:
```
20
Properties=species:S:1:pos:R:3:forces:R:3
C 1.16313 1.12987 0.35172 1.658 -0.799 3.078
N 0.40521 -0.00803 -0.19939 -1.171 -0.554 0.570
C -0.15179 -0.94061 0.88565 1.934 -0.334 -1.356
C 1.28571 -0.72459 -1.08311 0.018 -1.661 -1.819
C -0.85839 0.66834 -0.99837 1.020 0.193 0.929
C -1.17758 -0.06743 -2.16275 1.365 1.238 0.399
O -1.71261 -0.89686 -2.79767 -0.042 -0.385 -0.901
O -0.33070 1.05326 -2.35214 -0.893 -1.042 -0.561
H 0.93808 1.26312 1.47327 0.566 -0.418 -1.686
H 2.29023 1.13642 0.13833 -1.682 -0.629 0.504
H 0.80129 1.97179 -0.08557 -1.091 2.495 -1.373
H -0.56578 -1.89811 0.52095 0.681 0.602 -0.222
H 0.58092 -1.01932 1.68185 0.488 -0.554 -0.281
H -0.91284 -0.44450 1.32809 -2.737 1.753 1.126
H 0.69932 -1.67266 -1.43570 1.489 1.680 0.383
H 1.52770 -0.03133 -1.93286 -0.254 -0.952 0.610
H 2.21987 -0.95233 -0.55140 -0.378 -0.351 -0.215
O -3.18845 -0.12370 -0.32939 1.828 2.365 0.532
H -2.56204 0.71102 -0.53608 -0.997 -2.374 1.368
H -3.83439 0.09831 -0.96546 -1.802 -0.274 -1.085
```
Positions in Å, forces in eV/Å.